Computed, not measured: C44H75AsBrIN7O4SbTc as an isolated structure, with the ωB97M-V functional and the def2-TZVPD basis.

As for the spin multiplicity: 2. The value obtained for the maximum force is 0.48 eV Å⁻¹. The calculation puts the total energy at -7833.8263 hartree. For the LUMO energy (alpha / beta), the calculation gives -6.4 / -6.3 eV. The HOMO energy (alpha / beta) comes out at -12.208 / -12.230 eV. The value obtained for the gap between HOMO and LUMO (alpha / beta) is 5.8574 / 5.8903 eV. As for the net charge: +2. The molar mass comes out at 1267.62 g mol⁻¹.

Each line ends with the Mulliken spin population.
Geometry (Å):
I1 1.147166 -2.531112 -2.559259  -0.0002
Sb1 0.274792 2.648103 0.201908  -0.0286
Tc1 -0.073644 0.037398 -0.492319  -0.0237
Br1 -2.526778 -2.130050 -2.653916  0.0625
As1 -1.090673 -1.275334 4.511253  0.0002
O1 -6.262161 -0.706135 -0.943486  0.0079
O2 -2.507682 2.143031 -1.370580  0.0208
O3 -2.329189 -2.085358 0.537710  0.0216
O4 -0.046677 -0.693674 1.241281  -0.0064
N1 1.986230 0.064768 -0.644418  0.0049
N2 0.000229 0.225394 -2.733763  -0.0045
N3 4.773191 -1.450873 -2.333297  -0.0002
N4 -4.241893 -1.262399 -0.119127  0.0205
N5 4.422145 0.235486 -0.712319  0.0005
N6 6.525284 -0.359577 -1.313327  -0.0004
N7 -2.289127 0.052298 -0.402545  0.1098
C1 1.017167 4.299672 2.788418  0.0005
C2 0.179462 -0.892472 -4.848163  0.0017
C3 1.017203 -7.036187 0.421609  0.0000
C4 -1.063498 -2.659840 0.396907  0.0163
C5 -1.488517 5.257621 0.494484  0.0047
C6 -5.143233 -0.372094 -0.676598  0.0270
C7 0.129829 -6.158584 -0.468355  0.0009
C8 -2.894834 -1.112986 -0.135130  0.0802
C9 0.723407 4.426323 -2.347304  0.0003
C10 -5.436341 1.830193 0.315072  0.1111
C11 -0.512949 1.274702 -3.398519  0.0274
C12 3.706112 -2.755624 1.248678  -0.0006
C13 0.347651 -0.837983 -3.471736  -0.0032
C14 1.162586 -4.135251 0.691897  -0.0009
C15 -5.075170 1.616897 -2.167237  0.0381
C16 -3.149255 1.092821 -0.584071  0.3879
C17 2.686978 3.095690 -1.636830  -0.0004
C18 0.469141 1.911955 3.143344  0.0007
C19 0.057209 -2.039041 0.959306  0.0006
C20 -0.381289 0.185849 -5.501774  -0.0009
C21 -2.803516 -0.440819 4.034929  0.0018
C22 1.505379 3.922080 -1.134114  -0.0004
C23 -2.495591 3.556460 -0.855989  0.0742
C24 2.028972 5.143718 -0.378320  -0.0002
C25 -1.270208 -6.779274 -0.525455  0.0002
C26 -1.654703 -3.138970 4.263382  0.0002
C27 2.645895 2.546293 2.083603  0.0004
C28 -5.304927 1.255522 1.716065  -0.0287
C29 -1.633431 3.732869 0.374371  -0.0439
C30 1.200459 -2.838817 1.194572  -0.0014
C31 -0.729889 1.304221 -4.757842  0.0068
C32 -2.338547 3.203312 1.624193  0.0543
C33 2.440694 -1.084049 2.617198  -0.0025
C34 2.423155 -2.498952 2.057836  0.0017
C35 2.408412 -3.443493 3.275081  0.0007
C36 0.069694 -4.726123 0.053853  -0.0017
C37 5.217309 -0.546463 -1.457723  -0.0002
C38 -4.651077 1.059158 -0.788536  0.0739
C39 3.146641 0.084187 -0.745141  -0.0022
C40 0.715684 -6.126268 -1.887461  0.0000
C41 -1.080020 -3.963316 -0.054561  -0.0004
C42 -4.438754 0.939132 -3.378399  0.0058
C43 1.160956 2.894646 2.203799  0.0005
C44 -1.275735 -1.237813 6.460134  -0.0001
H1 -6.482561 1.810067 0.006415  -0.0013
H2 1.553690 4.315538 3.742041  0.0002
H3 -3.636539 -0.915068 4.552917  0.0002
H4 3.629993 -2.335026 0.244396  0.0002
H5 -4.648300 1.502482 -4.286722  0.0004
H6 -0.017813 4.554898 3.012499  0.0001
H7 7.207780 -0.880501 -1.835617  0.0000
H8 -5.771290 0.272525 1.789292  -0.0005
H9 0.703896 -6.995884 1.466200  -0.0001
H10 2.069921 -6.755868 0.366506  -0.0001
H11 6.838495 0.355695 -0.678906  0.0000
H12 -2.130485 4.111309 -1.718453  -0.0112
H13 1.336728 5.172394 -2.860550  0.0001
H14 2.355382 2.224976 -2.205907  0.0004
H15 0.948600 -8.072394 0.091425  0.0000
H16 -1.667975 -3.396191 3.203421  -0.0001
H17 1.542894 -3.238264 3.907388  -0.0001
H18 0.080073 -5.551816 -2.563426  0.0002
H19 -2.002205 -4.347111 -0.462590  0.0006
H20 1.719085 -5.689087 -1.888489  0.0000
H21 0.461521 -1.787239 -5.382305  0.0004
H22 -1.170407 -0.216093 6.823512  0.0000
H23 -0.481186 -1.838995 6.900403  0.0000
H24 -1.894303 -6.312108 -1.288303  0.0000
H25 3.364082 -0.941264 3.181677  0.0003
H26 -1.190127 -7.836129 -0.778204  0.0000
H27 2.684774 5.702579 -1.052598  0.0000
H28 2.033621 -4.750246 0.860445  -0.0005
H29 -4.265915 1.156399 2.028066  0.0147
H30 0.427073 0.899192 2.757608  0.0019
H31 -2.950125 -0.541939 2.957607  -0.0025
H32 2.622607 4.881559 0.493359  0.0000
H33 0.801231 -7.140611 -2.279955  0.0000
H34 -1.146714 2.188334 -5.219416  -0.0007
H35 -0.822903 5.534513 1.308120  -0.0004
H36 1.026984 1.886676 4.084765  0.0000
H37 -1.781643 -6.704300 0.435708  -0.0001
H38 3.064087 2.502518 3.093343  0.0000
H39 -0.727850 2.133312 -2.786457  -0.0227
H40 5.408669 -2.058760 -2.823085  0.0000
H41 -4.914757 2.702415 -2.170318  0.0031
H42 -3.353065 0.780178 -3.306570  -0.0054
H43 -2.880932 2.104313 -2.281675  -0.0014
H44 3.216101 3.292271 1.531622  0.0000
H45 -2.643131 -3.309789 4.688969  0.0000
H46 -0.938600 -3.790995 4.763644  0.0000
H47 -0.537781 0.156048 -6.571291  -0.0001
H48 -5.806916 1.900710 2.436125  -0.0009
H49 -0.548707 2.218593 3.385194  0.0004
H50 1.234892 5.821970 -0.065853  0.0000
H51 -2.239766 -1.633158 6.777926  0.0000
H52 3.283354 3.721057 -2.307821  0.0001
H53 3.342836 2.759670 -0.832800  -0.0002
H54 -5.130559 2.878177 0.292743  -0.0010
H55 0.524641 3.640633 -3.072650  0.0005
H56 -2.367456 2.114569 1.673994  -0.0144
H57 -4.575332 -2.211895 -0.002143  0.0018
H58 1.443892 5.086300 2.169432  -0.0001
H59 1.601686 -0.929472 3.293718  0.0006
H60 -1.841981 3.563768 2.522972  -0.0029
H61 -1.114009 5.716948 -0.420283  0.0001
H62 -6.157030 1.498306 -2.216027  -0.0015
H63 -0.209510 4.927177 -2.085870  -0.0006
H64 3.308975 -3.285242 3.871208  0.0000
H65 2.377483 -4.493098 2.984703  -0.0002
H66 3.788005 -1.682122 -2.371787  0.0001
H67 2.817849 1.573398 1.626462  -0.0001
H68 4.562359 -2.300931 1.749707  0.0001
H69 2.397375 -0.326346 1.843034  0.0003
H70 -2.784662 0.619974 4.288260  -0.0001
H71 -2.464282 5.702078 0.714245  -0.0003
H72 -4.825301 -0.071488 -3.505776  0.0011
H73 3.918490 -3.819287 1.143218  0.0000
H74 -3.536291 3.818091 -0.663121  0.0081
H75 -3.367445 3.573928 1.657950  0.0186

Atoms 1-3, force components in eV/Å:
-0.1 0.0 0.0
0.0 -0.1 -0.1
0.1 -0.2 0.1